Here is C17H17FN2O5S in the gas phase from the Open Molecules 2025 dataset. Energies are from ωB97M-V/def2-TZVPD.

Last column: Löwdin charge in e.
Geometry (Å):
S1 1.395 -0.990 2.785  0.70
F1 -2.090 -5.391 1.120  0.06
O1 2.136 -0.504 1.651  -0.27
O2 1.017 3.481 -5.294  0.04
O3 -1.124 4.325 -5.171  0.03
O4 -1.032 -0.398 0.882  0.07
O5 2.130 -1.442 3.931  -0.28
N1 0.317 0.194 3.291  -0.28
N2 0.425 1.025 -0.083  0.08
C1 -1.477 -3.809 2.746  0.01
C2 -0.947 3.389 -4.187  -0.21
C3 0.340 0.435 -1.406  -0.12
C4 0.349 2.877 -4.262  -0.20
C5 0.099 4.384 -5.873  -0.16
C6 0.799 1.920 -3.387  0.05
C7 -1.288 -4.378 1.497  -0.26
C8 -0.097 1.464 -2.416  -0.21
C9 0.400 0.653 4.656  -0.09
C10 0.518 -2.906 1.022  -0.05
C11 -0.650 -2.768 3.128  -0.04
C12 -0.238 0.518 0.969  -0.52
C13 -0.302 -3.948 0.626  0.01
C14 -1.835 2.953 -3.233  0.02
C15 0.035 1.207 2.302  -0.12
C16 -1.383 1.978 -2.348  -0.03
C17 0.331 -2.327 2.262  -0.29
H1 0.861 1.928 2.215  0.13
H2 1.295 -2.523 0.381  0.12
H3 1.803 1.534 -3.456  0.12
H4 0.506 5.407 -5.821  0.14
H5 -2.051 1.607 -1.586  0.12
H6 0.865 -0.138 5.238  0.08
H7 -2.259 -4.177 3.390  0.12
H8 -0.192 -4.420 -0.337  0.12
H9 -2.835 3.349 -3.180  0.12
H10 1.010 1.559 4.746  0.09
H11 -0.603 0.855 5.037  0.09
H12 1.311 0.012 -1.680  0.13
H13 -0.874 1.737 2.606  0.14
H14 -0.067 4.114 -6.929  0.14
H15 -0.762 -2.289 4.087  0.12
H16 1.164 1.691 0.069  0.15
H17 -0.396 -0.370 -1.330  0.13

Calculated values
orbital gap: 0.323 Eh
energy above the lowest of the compared OMol25 structures with the same formula, charge and spin: 1.483 eV
E_HOMO: -8.19 eV
charge: 0
electronic energy: -1641.75151 Eh